1.
{
  "formula": "CH5N",
  "method": "wB97M-V/def2-TZVPD",
  "species": ["N", "H", "H", "H", "H", "H", "C"],
  "xyz": [[-0.34741, 0.46222, 0.48759], [0.49427, -1.26484, 0.05213], [0.26052, -0.38634, -1.59838], [1.49360, -0.11014, -0.41923], [-1.07181, 1.18613, 0.17646], [-0.99260, -0.30898, 1.15503], [0.37465, -0.39190, -0.46319]],
  "homo_energy_ev": -9.042,
  "charge": 0,
  "fmax_ha_per_bohr": 0.09637,
  "e_lumo_ev": 1.180,
  "e_above_lowest_ev": 1.384,
  "smiles": "CN",
  "homo_lumo_gap_ha": 0.376
}

---

2.
{
  "formula": "C17H18O5",
  "method": "wB97M-V/def2-TZVPD",
  "species": ["H", "C", "H", "C", "H", "C", "H", "C", "O", "H", "H", "O", "C", "H", "H", "H", "O", "H", "H", "H", "O", "C", "O", "C", "H", "C", "H", "H", "C", "C", "C", "H", "H", "C", "C", "C", "C", "H", "C", "C"],
  "xyz": [[1.86411, 6.26151, 1.25389], [-0.78632, -1.67247, 0.22299], [-0.78472, 3.32957, -0.31297], [-1.66124, -2.72892, 0.42745], [-2.75638, -5.58849, -2.36977], [-0.93599, -2.01760, -2.16253], [1.74555, 5.21231, 2.68847], [-0.22104, -0.97076, 1.39782], [-0.63723, -1.76458, -3.46659], [0.33624, -0.69298, -4.84000], [0.29763, -0.53850, -1.23098], [2.50985, 2.85663, 2.72132], [-1.85259, -3.07541, -1.94558], [-3.43346, -5.08891, -3.93944], [3.90304, 2.65545, 4.13369], [-2.88965, -4.22304, -0.46060], [0.99501, 4.50692, 0.88303], [2.96579, 4.87324, 1.43633], [-0.11222, 0.24345, -3.39212], [-4.13640, -4.45489, -2.43102], [-2.31666, -3.68286, -3.06656], [-0.25124, 2.64739, 0.33024], [-0.03164, -1.54812, 2.45410], [3.17377, 2.01798, 3.63551], [-1.42407, 0.94456, -0.19441], [1.12688, 0.99352, 2.02711], [1.24996, -0.90994, -3.32687], [3.69521, 1.20044, 3.12801], [0.10632, 0.46557, 1.23799], [-0.41905, -1.33006, -1.08259], [1.95282, 5.23756, 1.61700], [-1.92688, -2.99999, 1.43737], [1.63206, 0.31053, 2.69112], [-2.19941, -3.41610, -0.64726], [1.49311, 2.32774, 1.96707], [-3.20874, -4.76092, -2.92584], [-0.59580, 1.31457, 0.38945], [2.48452, 1.60533, 4.37824], [0.78935, 3.18126, 1.09120], [0.25952, -0.72102, -3.75427]],
  "homo_energy_ev": -8.160,
  "charge": 0,
  "fmax_ha_per_bohr": 0.01148,
  "e_lumo_ev": 0.441,
  "e_above_lowest_ev": 3.044,
  "smiles": "COc1ccc(C(=O)c2ccc(OC)c(OC)c2)cc1OC",
  "homo_lumo_gap_ha": 0.316
}

---

3.
{
  "formula": "C20H28N2Sn",
  "method": "wB97M-V/def2-TZVPD",
  "species": ["H", "C", "H", "H", "H", "H", "C", "C", "H", "H", "H", "H", "H", "H", "Sn", "H", "C", "H", "C", "H", "C", "C", "C", "H", "H", "C", "C", "N", "C", "C", "H", "H", "C", "C", "H", "C", "C", "H", "H", "H", "N", "C", "H", "H", "H", "C", "C", "C", "H", "H", "H"],
  "xyz": [[-0.55987, -3.35259, 0.45538], [1.21593, -2.29112, -2.91398], [1.46624, 1.53531, -1.73200], [0.74300, 5.14095, 1.31670], [1.10674, -2.63827, 2.19348], [-2.42950, -0.23455, 1.72612], [1.14868, 3.15982, 2.26125], [1.73672, -2.79669, -1.71012], [2.22153, 3.04693, 2.22989], [-2.04261, -2.40015, 0.18722], [-1.84976, 4.62357, 1.80242], [-1.38612, -0.05950, 3.15827], [-0.82839, 4.30595, -2.35831], [-0.74142, 0.22957, -4.25179], [-0.19642, 1.54120, 0.87505], [-0.78828, -1.41878, -4.85635], [2.61943, -4.03132, -1.67662], [-1.82953, -3.28925, 1.69653], [-0.66205, -1.48232, 1.64782], [-2.32357, 3.61960, -1.47777], [0.49150, -1.07500, -0.52763], [-0.44871, 2.51930, -1.32911], [-1.77685, -0.76465, 2.42896], [-2.36291, -1.50939, 2.98599], [0.52111, 1.22729, 3.38004], [-0.01054, -0.59464, -1.76025], [-0.16484, -0.69290, -4.31657], [-0.03129, -0.58095, 0.67355], [-1.23945, 3.51526, -1.72358], [-1.01547, 4.02274, 2.12825], [3.51304, -3.90466, -2.29665], [-0.71236, 0.24959, -1.70982], [1.44002, -2.12329, -0.53593], [0.24580, 2.18799, 2.89546], [1.51749, -2.76769, -3.87087], [-1.11098, 2.75021, 2.79756], [0.93930, 2.25334, -1.06712], [2.12675, -4.93618, -2.05585], [1.95069, -2.41298, 0.38871], [0.94259, -1.08079, 3.06642], [-1.58541, 1.75943, -0.65515], [-1.29720, -2.69599, 0.93968], [1.56123, 3.12939, -0.71435], [2.93994, -4.23802, -0.65062], [0.69277, -0.50547, -4.97660], [0.33187, -1.18810, -2.97507], [0.39708, -1.94159, 2.65949], [0.34767, 4.26546, 1.83811], [-1.97609, 2.23115, 3.23165], [-0.09463, -2.45433, 3.49079], [-2.75287, 2.14711, -0.31273]],
  "homo_energy_ev": -7.274,
  "charge": 0,
  "fmax_ha_per_bohr": 0.13755,
  "e_lumo_ev": 0.217,
  "homo_lumo_gap_ha": 0.275
}